# C21H22N2O4

The molecule C21H22N2O4 at a distorted geometry (ωB97M-V/def2-TZVPD, the OMol25 dataset).

ORCA input file:
```
! RIJCOSX wB97M-V def2-TZVPD def2/J DEFGRID3
* xyz 0 1
C -0.32 1.32 0.28
N -1.12 -1.14 -0.80
O -3.27 -0.51 -0.93
H -0.93 -2.70 1.42
C 2.72 1.05 -0.84
C -2.14 -0.21 -0.62
C 5.90 2.65 0.44
C -1.17 -3.63 0.89
H 3.86 3.26 0.22
C 0.22 -0.94 -0.52
H -1.09 -4.80 2.70
C -5.04 1.65 -0.46
H 2.26 2.00 -1.13
C -2.13 -3.34 -0.26
C -1.78 -4.61 1.88
H -6.18 4.59 0.42
H -2.22 -2.27 -2.14
O -4.38 3.61 0.39
C -1.50 -2.44 -1.33
C -1.74 1.08 -0.07
H 2.38 -0.48 0.66
H -3.03 -2.86 0.12
H -0.24 -4.03 0.50
H -7.16 2.27 -0.62
H -2.71 -4.22 2.29
C -2.56 2.14 0.17
H 7.11 -0.38 -0.42
H -0.60 -2.90 -1.73
H -5.02 0.64 -0.83
C 6.40 0.42 -0.28
H 6.22 3.59 0.87
H -1.99 -5.56 1.39
C 1.96 0.48 0.37
O 0.08 2.36 0.75
C -3.95 2.36 0.00
H -2.41 -4.27 -0.74
C 6.82 1.62 0.27
H 4.76 -0.70 -1.07
N 0.55 0.27 0.05
H -2.05 3.00 0.59
H 2.00 1.18 1.20
H 7.85 1.77 0.55
C 4.16 1.26 -0.47
C -6.15 2.49 -0.35
O 1.05 -1.78 -0.75
C 4.58 2.46 0.08
H 2.63 0.35 -1.67
C -5.68 3.67 0.17
C 5.08 0.24 -0.64
*
```

The calculation puts the molar mass at 366.42 g/mol. The structure (SMILES) is CCCCN1C(=O)/C(=C\c2ccco2)C(=O)N(CCc2ccccc2)C1=O. As for the frontier orbital gap: 7.85 eV.

natural (NBO) atomic charge list, values in e, 4 entries: number 1, C, carries 0.683; number 2, N, carries -0.472; number 3, O, carries -0.610; number 4, H, carries 0.190


# C37H39BCoN7OP2S

A structure of composition C37H39BCoN7OP2S at a distorted geometry (ωB97M-V/def2-TZVPD, the OMol25 dataset).

ORCA input file:
```
! RIJCOSX wB97M-V def2-TZVPD def2/J DEFGRID3
* xyz 1 4
H -3.77 -3.52 3.19
H 3.60 1.24 6.17
C -0.35 4.82 -3.20
S 1.74 -2.94 -1.92
C 0.30 2.14 -7.74
H 2.14 -0.45 7.10
H -2.18 -2.62 -0.98
H -1.05 -5.00 6.62
C 2.48 -1.98 -0.64
C -1.60 7.26 -2.56
H 2.41 1.27 -4.10
N -2.12 -1.77 4.34
H 4.27 1.23 3.76
C 1.65 -1.06 3.83
B -2.21 -2.99 5.21
H 3.37 -1.43 -0.82
C -0.03 2.98 -5.47
H -2.09 3.06 -4.86
H -1.47 -5.85 0.04
H -2.13 8.22 -2.39
N -0.52 -4.16 3.51
N -1.68 -1.79 2.95
P -2.58 -3.97 1.11
H -1.44 -0.14 1.60
C 3.14 0.56 5.50
C 3.44 0.62 4.16
C 2.76 4.48 -3.04
H 3.67 -0.43 1.44
C 2.60 -0.14 3.31
H -3.01 -0.35 5.56
C -0.01 5.99 -3.90
C -1.83 -0.53 2.50
C -3.00 -3.24 -0.56
C -1.92 2.64 -6.99
H -4.75 -4.49 2.03
H -3.90 -2.61 -0.50
H -2.46 6.20 -0.92
C 0.65 -3.67 -0.76
C -2.26 -5.76 0.83
C -0.72 7.18 -3.67
H 2.27 5.46 -2.96
C -1.42 2.94 -5.70
P 0.33 3.23 -3.68
C -2.58 -0.57 4.59
H -2.20 -2.83 6.35
O -0.23 1.97 -3.01
H 1.86 2.80 -6.48
N -1.15 -4.08 4.79
H -0.44 8.08 -4.23
N 2.80 -0.55 1.98
H 4.56 5.37 -2.38
H 4.75 1.21 -3.41
H -0.02 -4.45 -1.00
H 0.72 5.95 -4.67
C 2.90 2.21 -3.77
C -2.41 0.29 3.51
C 2.24 -0.34 6.05
C -1.83 6.13 -1.81
C 0.21 -5.86 4.89
C 4.86 3.28 -2.85
C 0.29 -5.32 3.62
H 0.64 -1.74 5.58
C -4.10 -3.63 2.14
C 1.94 -1.61 1.76
C 2.13 3.36 -3.51
C -1.08 2.27 -8.03
H -1.80 -6.12 1.76
C 4.13 4.43 -2.74
H 0.86 -5.73 2.83
H -3.18 -6.31 0.53
H -3.12 -4.04 -1.28
N 1.22 -1.95 2.80
C 0.81 2.67 -6.55
C -0.66 -5.02 5.61
H -1.47 1.96 -9.01
H 1.00 1.88 -8.51
C 1.40 -1.08 5.19
Co -0.74 -3.00 2.03
C 1.86 -2.35 0.56
H -1.51 3.92 -1.68
N 0.69 -3.18 0.47
H -3.26 -3.57 5.18
H -2.62 1.33 3.54
C -1.32 4.87 -2.18
H 0.83 -6.66 5.28
H -3.01 2.69 -7.22
C 4.23 2.13 -3.36
H -4.46 -2.64 1.86
H 5.92 3.21 -2.62
*
```

The calculation puts the molar mass at 761.53 g/mol. As for the frontier orbital gap (spin up / spin down): 7.65 / 7.76 eV.

Löwdin atomic charge list, values in e, 4 entries: number 1, H, carries -0.002; number 2, H, carries 0.101; number 3, C, carries -0.305; number 4, S, carries 1.064


# C2H9NO4

A cluster of 3 separate species, C2H9NO4 in total at a distorted geometry (ωB97M-V/def2-TZVPD, the OMol25 dataset).

ORCA input file:
```
! RIJCOSX wB97M-V def2-TZVPD def2/J DEFGRID3
* xyz 0 1
O 1.96 -3.72 -0.56
H -2.00 2.24 -0.30
H 0.46 1.39 3.42
H -1.65 0.32 -2.41
H 2.72 -3.78 -1.11
H 0.99 -1.07 -0.18
H -3.15 1.51 -1.23
H -0.36 1.63 -2.19
O 1.10 1.31 4.07
C -0.45 0.21 -0.46
H 2.18 -3.91 0.41
N -2.23 1.95 -1.20
O 0.70 -0.46 -0.84
H 1.93 1.26 3.60
C -1.14 1.01 -1.67
O -1.06 0.10 0.64
*
```

The calculation puts the molar mass at 111.10 g/mol. The structure (SMILES) is NCC(=O)O.O.O. As for the frontier orbital gap: 10.02 eV.

natural (NBO) atomic charge list, values in e, 4 entries: number 1, O, carries -0.960; number 2, H, carries 0.364; number 3, H, carries 0.468; number 4, H, carries 0.231


# C11H10N2OS

The molecule C11H10N2OS at a distorted geometry (ωB97M-V/def2-TZVPD, the OMol25 dataset).

ORCA input file:
```
! RIJCOSX wB97M-V def2-TZVPD def2/J DEFGRID3
* xyz 0 1
C 0.50 0.33 1.30
O 2.18 -1.46 3.97
C -3.03 1.40 -1.73
H 1.78 -0.93 4.64
H 2.01 -0.67 -2.39
H -2.43 0.13 -0.09
H 2.86 -2.68 1.65
H -3.44 2.40 -1.60
H -3.87 0.69 -1.77
H 0.57 0.54 3.38
C 1.04 -0.17 -2.37
C 2.16 -1.84 1.56
H -0.01 1.26 1.26
N -0.89 0.62 -1.48
C 0.82 -0.36 0.11
S 0.19 0.41 -3.81
C -2.04 0.95 -0.64
C 1.80 -1.13 2.72
C -1.12 0.90 -2.77
N -2.28 1.38 -3.03
C 1.72 -1.46 0.28
H 2.07 -2.08 -0.55
H -1.87 1.79 0.02
C 0.35 0.03 -1.20
C 0.95 -0.04 2.54
*
```

The calculation puts the molar mass at 218.28 g/mol. The structure (SMILES) is Oc1ccc(C2=CSC3=NCCN23)cc1. As for the frontier orbital gap: 7.75 eV.

natural (NBO) atomic charge list, values in e, 4 entries: number 1, C, carries -0.166; number 2, O, carries -0.661; number 3, C, carries -0.241; number 4, H, carries 0.486


# C2H11N4O

A structure of composition C2H11N4O at a distorted geometry (ωB97M-V/def2-TZVPD, the OMol25 dataset).

ORCA input file:
```
! RIJCOSX wB97M-V def2-TZVPD def2/J DEFGRID3
* xyz 1 1
N -1.77 -0.57 -0.34
H 2.29 -0.24 -2.04
H 1.86 -1.56 -1.17
O -0.89 -1.01 -1.14
H 1.67 1.20 1.40
H -2.63 0.85 1.87
C -2.88 -1.25 0.09
N -1.98 1.27 1.19
H 3.13 0.56 1.33
N 2.43 1.01 0.78
H -3.49 -0.70 0.77
H 2.71 1.79 0.27
N 1.77 -0.52 -1.21
H 0.80 -0.56 -1.38
H 2.08 0.07 -0.11
H -0.76 1.18 -0.48
C -1.48 0.74 0.21
H -2.87 -2.27 -0.05
*
```

The calculation puts the molar mass at 107.14 g/mol. As for the frontier orbital gap (spin up / spin down): 8.98 / 8.98 eV.

natural (NBO) atomic charge list, values in e, 4 entries: number 1, N, carries 0.062; number 2, H, carries 0.410; number 3, H, carries 0.415; number 4, O, carries -0.562


# C26H69AlO9P

A structure of composition C26H69AlO9P (ωB97M-V/def2-TZVPD, the OMol25 dataset).

ORCA input file:
```
! RIJCOSX wB97M-V def2-TZVPD def2/J DEFGRID3
* xyz -1 1
C -0.46 1.49 -0.19
H 7.20 9.89 7.96
C 3.40 5.12 2.24
C 5.38 4.39 6.73
C -1.62 -7.09 -3.31
H 4.86 9.17 7.52
H 3.65 9.50 9.38
H 0.31 2.17 -0.55
C 3.68 3.00 5.77
H -5.27 -2.61 -5.66
C 3.33 8.48 9.63
O -2.34 -1.02 -5.46
H 0.52 5.63 -0.95
H 2.86 6.04 2.44
O -2.10 2.36 -1.82
C -1.34 -3.49 -2.81
H -1.79 -12.16 -2.69
H -5.44 -12.18 -4.53
C -2.01 -11.26 -2.12
H 2.35 4.67 5.51
H 4.68 5.17 7.06
C -6.08 -1.62 -9.20
H -1.81 -2.51 -8.85
Al -3.36 -2.51 -8.44
H 6.02 8.06 6.80
H -2.40 -6.55 -2.77
H 3.56 3.58 0.74
H 3.24 4.43 3.07
H -2.11 -2.74 -2.61
H 3.15 5.16 0.10
H 1.52 6.70 0.05
C -2.01 1.25 -2.72
H -1.97 3.01 0.06
H 2.66 4.28 7.21
O -4.48 -2.28 -5.22
H -4.71 0.33 -5.59
C 5.73 3.48 7.89
C -4.40 -12.49 -4.58
H -1.87 -11.50 -1.06
H -4.32 -0.44 -9.65
H 7.55 8.36 8.77
C -3.42 -10.76 -2.35
H -4.26 -13.12 -5.45
H -0.30 4.45 1.09
H -4.15 -11.53 -2.05
H 1.61 3.24 6.24
C 2.51 3.85 6.21
C 5.64 8.43 7.75
H 6.28 4.91 6.38
H -0.98 0.88 -2.77
C -3.49 -11.27 -4.69
H -2.66 -4.71 -4.01
C 0.63 5.01 1.11
H -6.43 -0.71 -8.69
H 0.01 -5.82 -2.69
C -4.61 -1.50 -9.62
C 6.76 9.08 8.54
H -0.23 6.75 0.20
C 2.97 4.47 0.93
H 3.83 2.16 6.47
C -0.42 -6.20 -3.63
O 5.08 7.29 8.38
O -4.53 -0.07 -6.45
H 6.17 4.07 8.69
H 4.13 6.51 9.95
H -0.39 -2.97 -2.91
H -2.05 -7.49 -4.23
H -1.30 -4.16 -1.95
C 0.62 6.08 0.04
H -2.24 1.67 -3.70
H -3.61 -9.89 -1.72
C -2.95 0.11 -2.41
H -2.85 -0.62 -3.22
H 6.41 9.51 9.48
H -2.44 -11.58 -4.75
H -4.17 -13.09 -3.69
H -0.32 0.51 -0.64
C 4.48 7.50 9.65
C -1.85 2.05 -0.46
H 2.87 8.52 10.62
H 2.57 8.17 8.91
O 1.63 4.02 0.93
P -3.55 -1.38 -6.26
H -0.32 1.38 0.89
C -1.69 -4.21 -4.10
H -4.47 -1.86 -10.65
O 4.89 3.72 5.58
H -2.61 1.37 -0.07
H -1.78 -3.48 -4.90
H 4.46 5.36 2.20
H -1.29 -7.92 -2.69
H -6.26 -2.45 -8.51
H 0.35 -6.78 -4.12
H 6.45 2.72 7.59
O -0.70 -5.14 -4.52
H -3.98 0.45 -2.38
H -3.72 -10.72 -5.61
H -1.28 -10.49 -2.39
H -3.98 -3.97 -8.11
H 0.72 5.47 2.10
H 3.47 2.56 4.79
H 5.24 7.81 10.38
H 4.85 2.98 8.30
O -3.67 -10.31 -3.66
H -6.76 -1.78 -10.05
H -2.72 -0.38 -1.46
*
```

The calculation puts the molar mass at 583.79 g/mol. As for the frontier orbital gap: 6.88 eV.

Löwdin atomic charge list, values in e, 4 entries: number 1, C, carries -0.081; number 2, H, carries 0.077; number 3, C, carries -0.071; number 4, C, carries -0.280


# CH3I2N2

The ion CH3I2N2 with charge +1 at a distorted geometry (ωB97M-V/def2-TZVPD, the OMol25 dataset).

ORCA input file:
```
! RIJCOSX wB97M-V def2-TZVPD def2/J DEFGRID3
* xyz 1 1
C -0.20 0.11 -0.20
H -0.97 0.75 -0.48
N -1.20 -1.06 0.64
I -3.09 -1.10 0.11
H -0.75 -1.94 0.54
H 1.47 0.93 -0.64
N 1.02 0.01 -0.38
I 2.21 -1.56 0.34
*
```

The calculation puts the molar mass at 296.86 g/mol. The structure (SMILES) is IN/C=[NH+]/I. As for the frontier orbital gap: 6.91 eV.

natural (NBO) atomic charge list, values in e, 4 entries: number 1, C, carries 0.411; number 2, H, carries 0.239; number 3, N, carries -0.834; number 4, I, carries 0.452


# C47H45FNO6

A cluster of 3 separate species, C47H45FNO6 in total at a distorted geometry (ωB97M-V/def2-TZVPD, the OMol25 dataset).

ORCA input file:
```
! RIJCOSX wB97M-V def2-TZVPD def2/J DEFGRID3
* xyz 0 2
C -3.81 -2.89 -3.23
C 3.77 -1.51 4.15
H 6.00 -2.36 10.84
O -1.44 -2.98 -2.65
H -1.34 1.79 -2.27
C 1.93 6.01 2.42
C 6.21 -2.01 9.83
H 4.49 3.18 3.04
C 0.64 3.35 -0.02
C 2.93 6.17 3.36
H -6.32 -0.49 0.34
H -1.17 3.91 -1.03
C -4.67 1.11 -1.01
H -5.74 -2.09 -1.88
C -2.40 -3.27 -3.65
C -5.03 -1.26 -1.79
C 3.77 3.97 2.87
C 0.13 0.44 -4.85
H 0.13 -3.77 -3.82
C 3.99 -0.97 2.89
H 1.21 6.80 2.24
H 2.26 0.40 -0.42
H 0.39 0.04 -1.98
C -0.39 -0.73 -4.33
O -0.08 5.53 0.53
C 5.25 -2.17 8.85
H -6.73 -0.01 -6.10
H -2.85 -5.02 -4.91
H -4.11 -3.47 -2.36
H -3.91 1.44 -1.72
C -4.73 -0.71 -4.24
C 0.46 0.97 -1.43
C 4.47 -1.92 6.50
H -6.79 -2.18 -4.69
H 2.41 -2.07 -3.07
C -5.68 0.11 -1.62
H 7.07 0.35 3.38
H -5.66 1.32 -5.56
C 6.14 -0.17 3.59
C 4.73 -1.37 5.14
H -5.19 1.93 -0.51
C 2.27 -0.24 -4.10
C -4.07 -1.39 -3.01
F -2.92 -0.67 -2.66
C 5.93 -0.71 4.86
H -7.51 -0.77 -0.95
H -4.65 -1.36 -5.12
H -1.45 -0.89 -4.47
C 1.47 0.67 -4.74
H -4.13 0.17 -4.49
C 0.73 4.65 0.72
N -6.35 0.64 -2.85
O -5.98 1.86 -3.09
H -2.99 -5.27 -3.13
C 6.72 -1.10 7.26
H -4.14 0.55 -0.23
C 0.39 -1.65 -3.69
H 4.30 -2.64 9.08
H -2.13 -2.81 -4.61
C -6.78 -0.06 -0.54
C 1.60 2.36 0.17
H 0.52 -3.17 -2.22
C -0.51 1.95 -1.59
H 8.18 -1.30 10.31
C 5.50 -1.72 7.56
C 2.77 3.81 1.91
C 2.72 2.55 1.13
C 7.43 -1.42 9.53
C -6.17 -0.22 -4.05
O 3.56 1.69 1.28
C -0.10 -2.98 -3.10
H 5.34 0.12 1.64
C 5.17 -0.30 2.62
C 3.85 5.15 3.59
H -8.14 -1.01 -4.60
H -0.52 1.16 -5.33
C 1.51 1.17 -0.55
H -7.28 0.89 -0.33
H -1.41 -5.24 -3.87
H -4.40 -1.43 -0.91
H 8.63 -0.50 8.02
H 3.23 -1.08 2.12
H 2.84 -2.03 4.37
C 7.68 -0.96 8.25
H 3.33 -0.02 -4.05
H -7.40 1.22 -5.07
C 1.74 -1.39 -3.57
C -6.49 0.67 -5.28
H 2.99 7.09 3.92
O 8.05 -0.04 5.64
H 1.88 1.58 -5.16
C -7.22 -1.36 -4.12
C 1.84 4.82 1.70
C 6.99 -0.57 5.90
H -4.48 -3.22 -4.04
H 4.62 5.28 4.34
O 3.43 -2.50 6.75
C -0.42 3.14 -0.89
C -2.40 -4.80 -3.94
H -7.48 -1.75 -3.14
*
```

The calculation puts the molar mass at 738.88 g/mol. As for the frontier orbital gap (spin up / spin down): 7.87 / 8.46 eV.

Löwdin atomic charge list, values in e, 4 entries: number 1, C, carries -0.064; number 2, C, carries 0.002; number 3, H, carries 0.106; number 4, O, carries -0.090


# C3H11N2S2

The ion C3H11N2S2 with charge +1 at a distorted geometry (ωB97M-V/def2-TZVPD, the OMol25 dataset).

ORCA input file:
```
! RIJCOSX wB97M-V def2-TZVPD def2/J DEFGRID3
* xyz 1 1
N 1.39 1.41 -0.47
H 0.33 0.73 1.76
S -2.10 1.34 -0.43
H -0.10 -0.91 1.81
H -1.30 0.29 2.33
H 1.74 -1.03 -1.83
N 1.18 -1.02 -0.96
H -0.86 -2.41 0.49
C 0.47 0.48 -0.90
C -0.95 0.03 0.10
H 1.79 -1.31 -0.17
C -0.50 0.09 1.55
H 0.25 -1.50 -1.13
H 1.88 1.09 0.34
H 1.39 2.37 -0.62
H 0.11 0.71 -1.88
H -3.19 1.16 0.46
S -1.54 -1.53 -0.44
*
```

The calculation puts the molar mass at 139.27 g/mol. The structure (SMILES) is CC(S)(S)[C@@H](N)[NH3+]. As for the frontier orbital gap: 9.76 eV.

natural (NBO) atomic charge list, values in e, 4 entries: number 1, N, carries -0.832; number 2, H, carries 0.228; number 3, S, carries 0.011; number 4, H, carries 0.205


# C12H36Mn2NO9

A structure of composition C12H36Mn2NO9 at a distorted geometry (ωB97M-V/def2-TZVPD, the OMol25 dataset).

ORCA input file:
```
! RIJCOSX wB97M-V def2-TZVPD def2/J DEFGRID3
* xyz 3 11
H -2.53 0.81 -2.10
C 0.91 2.28 3.07
H 1.57 2.78 1.05
H 5.58 0.55 -1.03
H -0.68 0.57 -6.16
C -1.11 -0.12 -5.44
H 3.15 -2.47 3.66
H -4.39 1.10 -2.73
O -0.01 1.41 -0.78
H -0.95 -4.03 2.18
O -2.82 1.49 -1.49
H -0.76 -2.27 2.26
C -1.98 -2.92 0.65
C 3.38 0.71 -1.15
H 3.92 -0.13 0.47
H 1.97 -0.46 4.44
Mn -1.63 2.79 -0.31
H -2.12 -0.33 -5.78
H 3.09 1.59 -0.58
C 0.98 3.19 1.88
C 2.18 -2.18 3.26
H -1.61 1.44 -3.95
H 1.62 -3.11 3.10
C 1.36 -1.34 4.25
H -1.15 -1.24 -2.97
C -1.15 0.45 -3.97
N -0.26 0.53 0.05
H 0.33 -1.18 3.93
C -4.22 1.40 -1.70
H -0.55 -1.06 -5.42
O 3.38 -0.35 -0.30
O -1.74 -0.49 -3.06
O -0.32 3.45 1.37
H -4.57 2.43 -1.59
H 1.44 4.12 2.20
H 1.92 2.17 3.47
H 4.97 1.83 -2.03
H -4.35 -0.50 -0.77
H -2.08 -3.84 0.08
H 3.02 -0.68 2.43
O 0.45 -0.45 0.11
C 4.78 0.81 -1.71
C -0.84 -3.13 1.58
C -4.92 0.43 -0.74
H -4.82 0.82 0.27
H 4.87 0.17 -2.59
H -0.60 4.27 1.79
O 2.42 -1.35 2.12
H -5.99 0.28 -0.85
H -2.90 -2.78 1.22
H 0.24 -4.19 0.46
O -1.25 0.74 0.73
H 2.64 0.55 -1.93
H -0.14 0.55 -3.57
Mn 1.84 -1.99 -0.05
H 0.25 2.64 3.86
H 1.38 -1.83 5.23
H 0.47 1.32 2.81
H -1.95 -2.00 0.07
O 0.29 -3.26 0.72
*
```

The calculation puts the molar mass at 448.29 g/mol. As for the frontier orbital gap (spin up / spin down): 8.66 / 8.31 eV.

natural (NBO) atomic charge list, values in e, 4 entries: number 1, H, carries 0.552; number 2, C, carries -0.646; number 3, H, carries 0.179; number 4, H, carries 0.230